[1]
Below is the molecule C10H15N3S, with properties calculated with the ωB97M-V functional and the def2-TZVPD basis.

* highest occupied orbital energy (alpha / beta): -6.87 / -6.87 eV
* E_LUMO (alpha / beta): 0.0171 / 0.0171 hartree
* HOMO-LUMO gap (alpha / beta): 7.34 / 7.34 eV

Each line ends with the Löwdin charge.
Element x y z (Å)
C  -2.2580  -1.5396  1.5898  -0.122
C  -1.2480  -2.0976  -0.4418  -0.130
C  -1.6807  -0.2716  1.5961  -0.727
C  -0.6920  -0.0635  0.4990  -0.283
C  3.0662  0.3885  -0.1987  -0.106
C  3.1962  1.1615  -1.5604  -0.064
C  2.3400  1.6885  -0.3641  -0.244
C  0.2009  3.0531  -0.9031  -0.009
C  -2.7968  -3.6710  0.7069  0.000
C  0.8323  1.6551  -0.6446  -0.333
N  -0.6685  -0.9171  -0.5273  0.133
N  -2.0501  -2.4168  0.6019  -0.151
N  0.0852  1.0980  0.4753  0.069
S  -2.0467  0.9184  2.7334  0.509
H  -3.1041  -1.8027  2.2225  0.120
H  -1.0254  -2.9800  -1.1574  0.161
H  2.5996  -0.5543  -0.0129  0.089
H  3.9342  0.4518  0.3996  0.076
H  4.1617  1.5587  -1.7235  0.074
H  2.6966  0.6243  -2.3642  0.095
H  2.6996  2.6010  0.1037  0.132
H  0.4998  3.7553  -0.1465  0.075
H  -0.9122  2.8983  -0.7390  0.108
H  0.3577  3.3548  -1.8593  0.037
H  -3.7484  -3.3371  1.0954  0.095
H  -3.0595  -3.8014  -0.3481  0.094
H  -2.2656  -4.5214  1.0774  0.095
H  0.9257  1.0379  -1.4515  0.088
H  -0.0398  1.7288  1.3414  0.122

=====

[2]
Below is the ion C5H9N2O2 with charge -1, with properties calculated with the ωB97M-V functional and the def2-TZVPD basis.

* highest occupied orbital energy: -1.54 eV
* E_LUMO: 0.1332 hartree
* net charge: -1
* HOMO-LUMO gap: 5.16 eV

Each line ends with the Löwdin charge.
Element x y z (Å)
C  -0.5357  -2.2853  -1.2885  -0.098
C  -0.4417  -0.7758  -1.1029  -0.462
C  0.3910  0.0163  -2.0718  -0.093
N  -1.1211  -0.2626  -0.1517  -0.053
N  -0.8643  1.0660  0.1694  -0.159
C  -0.6908  1.1333  1.5701  -0.293
C  0.7742  1.4529  1.9515  -0.489
O  1.5864  1.9497  1.1990  0.045
O  1.1586  1.1704  3.2473  0.030
H  -0.3759  -2.7433  -0.3159  0.049
H  0.1706  -2.6449  -2.0293  0.045
H  -1.5545  -2.5337  -1.5882  0.050
H  -0.1495  0.8586  -2.4908  0.054
H  1.3385  0.3533  -1.6547  0.061
H  0.6382  -0.6377  -2.9134  0.043
H  -0.9947  0.2002  2.0601  0.090
H  -1.2662  1.9638  2.0225  0.090
H  1.9370  1.7189  3.3873  0.087

=====

[3]
Below is the molecule C20H29N3O3S, with properties calculated with the ωB97M-V functional and the def2-TZVPD basis.

* highest occupied orbital energy: -8.22 eV
* E_LUMO: 0.0166 hartree
* HOMO-LUMO gap: 8.67 eV

Each line ends with the Löwdin charge.
Element x y z (Å)
C  -6.9211  -2.3685  0.7100  -0.072
C  -5.8170  -1.7906  -0.1698  -0.388
C  -6.1583  -0.3681  -0.6187  -0.149
C  -5.0326  0.1976  -1.4827  -0.198
N  -3.7583  0.1701  -0.7962  -0.238
S  -3.5115  1.4103  0.3129  0.683
O  -4.0947  2.5949  -0.2508  -0.285
O  -3.9052  1.0494  1.6504  -0.290
C  -1.7336  1.5355  0.2441  -0.288
C  -1.1765  1.9334  -0.9703  -0.059
C  0.1881  2.0544  -1.1084  0.009
C  0.9780  1.7651  0.0017  -0.163
C  0.4098  1.3571  1.2388  -0.148
C  1.4951  1.1540  2.1341  -0.007
C  2.6308  1.4345  1.4411  -0.062
N  2.3321  1.8197  0.1625  -0.055
C  3.2948  2.0928  -0.8665  -0.130
C  3.5444  0.8566  -1.7464  -0.072
C  4.0125  -0.3212  -0.8963  -0.508
O  3.2927  -1.2525  -0.6140  0.076
N  5.2885  -0.2095  -0.4683  0.081
C  5.9463  -1.2090  0.3527  -0.416
C  7.1230  -1.8174  -0.4064  -0.054
C  6.3975  -0.5874  1.6724  -0.052
C  -0.9754  1.2444  1.3515  0.008
C  -3.3927  -1.1385  -0.2988  -0.190
C  -4.4815  -1.7605  0.5764  -0.155
H  -6.6743  -3.3824  1.0175  0.075
H  -7.8664  -2.3917  0.1722  0.075
H  -7.0472  -1.7596  1.6022  0.083
H  -5.7085  -2.4214  -1.0618  0.141
H  -6.2738  0.2706  0.2595  0.121
H  -7.0937  -0.3585  -1.1817  0.119
H  -5.2245  1.2409  -1.7355  0.110
H  -4.9271  -0.3840  -2.4057  0.130
H  -1.8476  2.1474  -1.7857  0.114
H  0.6227  2.3651  -2.0464  0.109
H  1.4270  0.8398  3.1557  0.105
H  3.6529  1.4048  1.7685  0.114
H  4.2258  2.4105  -0.3873  0.124
H  2.9287  2.9159  -1.4883  0.127
H  2.6118  0.5634  -2.2289  0.119
H  4.2859  1.0935  -2.5107  0.118
H  5.8541  0.5668  -0.7742  0.145
H  5.1896  -1.9762  0.5435  0.141
H  7.5829  -2.6037  0.1850  0.078
H  6.7844  -2.2449  -1.3469  0.080
H  7.8750  -1.0585  -0.6167  0.077
H  6.8764  -1.3389  2.2934  0.079
H  5.5443  -0.1879  2.2148  0.066
H  7.1099  0.2163  1.4924  0.078
H  -1.4581  0.9472  2.2688  0.122
H  -2.4655  -1.0194  0.2659  0.116
H  -3.1916  -1.7769  -1.1670  0.131
H  -4.5862  -1.1550  1.4777  0.105
H  -4.1820  -2.7700  0.8648  0.120

=====

[4]
Below is the molecule C3H5N3, with properties calculated with the ωB97M-V functional and the def2-TZVPD basis.

* highest occupied orbital energy (alpha / beta): -7.96 / -7.96 eV
* E_LUMO (alpha / beta): 0.0072 / 0.0072 hartree
* HOMO-LUMO gap (alpha / beta): 8.16 / 8.16 eV

Each line ends with the Löwdin charge.
Element x y z (Å)
C  -1.7269  0.2483  0.3100  -0.088
N  -0.3374  0.3490  -0.1035  -0.142
C  0.7016  0.6316  0.6706  -0.090
C  1.9352  0.0804  0.2465  -0.192
N  1.7637  -0.9198  -0.6461  -0.101
N  1.0605  -1.6197  -1.2070  0.197
H  -2.2659  -0.2687  -0.4901  0.083
H  -1.7969  -0.3646  1.2107  0.081
H  -2.1889  1.2215  0.4854  0.078
H  -0.1984  0.0985  -1.0837  0.100
H  2.9248  0.2307  0.6467  0.075

=====

[5]
Below is the molecule C6H10, with properties calculated with the ωB97M-V functional and the def2-TZVPD basis.

* highest occupied orbital energy: -9.34 eV
* E_LUMO: 0.0394 hartree
* HOMO-LUMO gap: 10.41 eV

Each line ends with the Löwdin charge.
Element x y z (Å)
C  -0.4219  2.1789  2.1788  -0.113
C  -0.6023  1.0355  1.2815  -0.085
C  -0.7164  0.0511  0.5936  -0.056
C  -0.7787  -1.2141  -0.1507  -0.224
C  -0.0428  -1.2108  -1.5027  -0.269
C  1.3482  -0.5858  -1.4527  -0.121
H  -1.1933  2.9419  2.0355  0.073
H  -0.4660  1.8470  3.2217  0.076
H  0.5544  2.6482  2.0194  0.075
H  -1.8262  -1.4992  -0.3105  0.110
H  -0.3446  -1.9895  0.4942  0.115
H  0.0284  -2.2527  -1.8399  0.103
H  -0.6504  -0.6827  -2.2469  0.106
H  1.2850  0.4704  -1.1712  0.067
H  1.8368  -0.6503  -2.4307  0.068
H  1.9897  -1.0880  -0.7192  0.076

=====

[6]
Below is a structure of composition C42H41BF10GaN4O2P2Si, with properties calculated with the ωB97M-V functional and the def2-TZVPD basis.

* highest occupied orbital energy: -10.78 eV
* E_LUMO: -0.0966 hartree
* net charge: +1
* HOMO-LUMO gap: 8.16 eV

Each line ends with the Löwdin charge.
Element x y z (Å)
Ga  0.6217  -0.7839  0.2479  0.489
C  1.1332  -1.1720  4.8363  -0.147
Si  0.6013  -0.0939  3.4144  0.402
C  2.0282  1.0374  2.9294  -0.176
C  -0.7631  1.0534  3.9738  -0.150
N  0.2086  -1.1207  2.0492  -0.136
C  -0.4868  -2.3318  2.2504  -0.304
C  -1.5680  -2.4775  3.1200  -0.044
C  -2.2204  -3.6940  3.2637  -0.070
C  -1.8218  -4.8038  2.5331  -0.069
C  -0.7462  -4.6979  1.6605  0.002
C  -0.1136  -3.4833  1.5573  -0.214
F  0.9744  -3.3818  0.7211  0.002
H  1.4258  -0.5515  5.6875  0.044
H  1.9877  -1.7963  4.5624  0.034
H  0.3362  -1.8367  5.1726  0.036
H  2.0145  1.9033  3.5983  0.052
H  1.9757  1.4211  1.9090  -0.016
H  3.0002  0.5630  3.0607  0.013
H  -0.4351  1.5571  4.8884  0.047
H  -1.7038  0.5473  4.1967  0.026
H  -0.9690  1.8298  3.2335  0.012
H  -1.9237  -1.6120  3.6665  0.104
H  -3.0608  -3.7660  3.9424  0.112
H  -2.3385  -5.7473  2.6401  0.110
H  -0.3912  -5.5379  1.0786  0.125
O  -0.9907  -2.0121  -2.1694  0.132
B  0.1518  -1.4151  -1.6730  -0.623
O  1.0117  -1.0555  -2.7026  0.098
C  0.3659  -1.4289  -3.8711  -0.199
C  0.7801  -1.2676  -5.1727  0.014
C  -0.0992  -1.7131  -6.1560  -0.068
C  -1.3232  -2.2919  -5.8302  -0.065
C  -1.7244  -2.4523  -4.5065  0.024
C  -0.8467  -2.0039  -3.5471  -0.187
H  1.7318  -0.8151  -5.4169  0.128
H  0.1725  -1.6019  -7.1971  0.113
H  -1.9798  -2.6203  -6.6243  0.113
H  -2.6722  -2.9017  -4.2429  0.128
C  5.9838  -0.7268  1.2132  -0.171
N  5.2609  -1.9912  1.3404  -0.140
C  5.4825  -2.7920  0.1381  -0.171
N  5.1082  -2.0977  -1.0914  -0.139
C  5.8448  -0.8343  -1.1625  -0.168
N  5.6389  0.0264  0.0091  -0.143
C  4.2837  0.5610  0.0672  -0.280
P  3.0669  -0.8233  0.2184  1.030
C  3.8463  -1.7830  1.6034  -0.273
C  3.6670  -1.8856  -1.1784  -0.277
H  7.0500  -0.9515  1.1755  0.135
H  5.7911  -0.1090  2.0922  0.133
H  4.9167  -3.7215  0.2153  0.135
H  6.5444  -3.0347  0.0845  0.135
H  5.5520  -0.2940  -2.0638  0.132
H  6.9083  -1.0651  -1.2272  0.134
H  4.0679  1.1303  -0.8393  0.102
H  4.1864  1.2354  0.9184  0.086
H  3.3306  -2.7420  1.6875  0.100
H  3.7240  -1.2609  2.5514  0.076
H  3.4134  -1.4038  -2.1210  0.092
H  3.1447  -2.8444  -1.1431  0.107
F  -0.3820  7.5427  2.2734  0.149
C  -1.2187  7.2159  1.2806  -0.591
F  -2.4592  7.5531  1.6633  0.153
F  -0.9082  7.9774  0.2195  0.157
C  -1.1386  5.7507  0.9341  -0.100
C  -0.0941  4.9726  1.3964  0.015
C  -0.0383  3.6282  1.0476  -0.065
C  -1.0210  3.0688  0.2420  -0.346
C  -2.0643  3.8701  -0.2288  -0.057
C  -2.1247  5.2054  0.1176  0.016
P  -0.9712  1.3044  -0.2036  1.105
C  -1.3673  1.3492  -1.9831  -0.351
C  -0.3372  1.7082  -2.8502  -0.069
C  -0.5649  1.7975  -4.2137  0.010
C  -1.8279  1.5210  -4.7143  -0.102
C  -2.8603  1.1598  -3.8617  0.018
C  -2.6314  1.0714  -2.4978  -0.046
C  -2.1083  1.6608  -6.1880  -0.589
F  -2.9865  0.7405  -6.6136  0.146
F  -0.9959  1.5332  -6.9251  0.144
F  -2.6347  2.8658  -6.4636  0.156
C  -2.4338  0.5691  0.5988  -0.339
C  -3.1572  1.2541  1.5712  -0.064
C  -4.1671  0.6139  2.2705  0.011
C  -4.4614  -0.7142  1.9982  -0.110
C  -3.7719  -1.3994  1.0122  0.012
C  -2.7584  -0.7593  0.3188  -0.078
C  -5.5151  -1.3964  2.8262  -0.590
F  -6.6897  -0.7541  2.7519  0.157
F  -5.7161  -2.6641  2.4505  0.148
F  -5.1556  -1.4136  4.1259  0.141
H  0.6704  5.4072  2.0250  0.128
H  0.7766  3.0210  1.4127  0.078
H  -2.8295  3.4478  -0.8693  0.118
H  -2.9339  5.8274  -0.2424  0.135
H  0.6527  1.9215  -2.4609  0.121
H  0.2359  2.0771  -4.8847  0.133
H  -3.8427  0.9469  -4.2621  0.134
H  -3.4436  0.7959  -1.8392  0.114
H  -2.9320  2.2865  1.8016  0.107
H  -4.7198  1.1477  3.0337  0.136
H  -4.0007  -2.4355  0.8037  0.133
H  -2.2279  -1.3131  -0.4452  0.090

=====

Relative energy (zero: lowest compared OMol25 entry of this formula, charge and spin) in kcal per mole, matching the order above: 64.7, 0.0, 6.5, 91.7, 28.8, 7.5
E in hartree, matching the order above: -952.40797, -455.86968, -1567.71617, -281.44385, -234.55665, -5915.13706